Entry 1:
C26H26FN3O2 in the gas phase. Source: the Open Molecules 2025 dataset; level of theory: wB97M-V/def2-TZVPD.

Results
- Electronic energy: -1421.01919 Ha
- Kohn-Sham gap: 9.499 eV
- SMILES string: O=C(NCC(=O)N1CCN(C(c2ccccc2)c2ccccc2)CC1)c1ccccc1F
- LUMO energy: 0.699 eV
- Relative energy (zero: lowest compared OMol25 entry of this formula, charge and spin): 0.0000 eV

Atoms and positions in Å:
1 H -3.75952 0.19714 -3.21809
2 H -0.43509 -3.43856 2.65869
3 H 2.71128 3.70890 -1.33346
4 C 2.75075 3.53837 -0.26671
5 O 1.61293 -2.12879 3.00965
6 H 0.87381 -3.13598 -0.70774
7 H 3.62428 5.44428 0.14678
8 F -1.69925 -1.21544 -2.65977
9 C 2.33953 2.13508 1.62870
10 C 3.26479 4.51620 0.56664
11 C 3.32059 4.30435 1.93307
12 H -0.11495 0.68110 1.25013
13 H 0.02299 -4.03894 1.04354
14 H -3.56814 2.49849 -0.48964
15 C -1.61113 -2.56012 -0.15685
16 C -4.84129 -0.01746 -1.36781
17 H 3.72368 5.06598 2.58403
18 H 2.05638 1.46962 -1.69311
19 C -0.58685 1.21651 0.44085
20 C 1.70142 -2.44458 -0.56653
21 H 3.82548 -0.64616 -0.94498
22 C -3.78245 -0.23505 -2.23054
23 C -2.69994 -1.61148 -0.55407
24 H -1.30807 -1.44214 1.53207
25 C -1.92964 1.53794 0.49782
26 H -2.22537 3.13019 -2.46195
27 H -5.65825 -0.40733 0.57182
28 H 0.16130 2.55527 -2.56466
29 C -3.76947 -1.36638 0.30131
30 H 2.90200 2.93642 3.52563
31 H 2.56319 -2.83707 -1.11493
32 C -4.83251 -0.57893 -0.10166
33 H 4.18114 -2.24782 0.76406
34 C -1.76770 2.59299 -1.64426
35 C -0.07435 -3.14692 1.66603
36 C 2.85881 3.11014 2.46050
37 H 1.66629 -0.93408 -2.13386
38 N 2.09356 -2.33440 0.81846
39 C -2.52228 2.23569 -0.54154
40 C -0.42292 2.26974 -1.70153
41 C 0.18116 1.58649 -0.65698
42 C 2.28521 2.33910 0.25473
43 H 3.38137 -1.25526 2.00615
44 H -2.51885 1.25672 1.35913
45 N 1.92649 -0.04843 -0.21825
46 H 0.24570 -0.90463 -1.07544
47 N -1.04867 -2.28241 1.03995
48 H -5.67365 0.59172 -1.68544
49 C 3.33108 -1.58885 0.96846
50 H -3.77488 -1.82165 1.28096
51 H 1.99009 1.20272 2.04393
52 C 1.28423 -2.46879 1.88673
53 C 1.67021 1.30758 -0.66670
54 C -2.73094 -1.03192 -1.81730
55 C 3.31850 -0.39066 0.00210
56 C 1.32714 -1.04360 -1.08806
57 O -1.29207 -3.51705 -0.83427
58 H 3.84700 0.45198 0.44695

---

Entry 2:
C26H26N4O4 in the gas phase. Source: the Open Molecules 2025 dataset; level of theory: wB97M-V/def2-TZVPD.

Results
- Electronic energy: -1526.43550 Ha
- Kohn-Sham gap: 9.255 eV
- SMILES string: CCOc1ccccc1N1C(=O)NC(=O)C(CCc2ccncc2)(CCc2ccncc2)C1=O
- LUMO energy: 0.497 eV
- Relative energy (zero: lowest compared OMol25 entry of this formula, charge and spin): 0.9626 eV

Atoms and positions in Å:
1 H -4.08594 1.89843 2.00069
2 H 1.97706 -5.57197 0.57391
3 H 1.89798 3.99659 -0.24942
4 H 4.99848 0.15534 2.15549
5 H -1.27670 0.83174 1.29508
6 H -6.15790 0.51538 1.98198
7 H 0.69201 2.31616 1.99802
8 O 1.25136 0.01819 1.51277
9 H -2.13346 2.59329 -1.05328
10 H -2.68690 -2.20154 -1.06913
11 C 4.55778 0.70724 1.33615
12 H -1.89950 -3.78519 -0.92209
13 C 2.81790 -2.37067 -0.07979
14 C 0.27424 1.61766 0.02700
15 C 1.86198 -4.53026 0.31394
16 C -4.37533 1.35533 1.11369
17 H 4.80084 0.66885 -1.88070
18 H -0.11578 3.51965 0.96972
19 H 3.66833 -1.70826 -0.12741
20 C 2.97082 -3.70797 0.25177
21 H 2.26501 4.07791 1.47921
22 N -5.93416 -0.10670 0.05507
23 C 3.63964 1.71608 1.56773
24 C -5.52850 0.58605 1.10445
25 C -2.29368 2.15423 -0.06790
26 C 0.39451 2.05907 -1.41189
27 C -3.59877 1.41323 -0.03693
28 H 3.95333 -4.09958 0.46115
29 H 0.78099 1.32597 -3.27742
30 C -1.19114 1.13870 0.24959
31 H -1.74467 -3.40725 1.58533
32 H 3.15171 2.52326 -1.66634
33 C 1.18326 -0.21662 -2.01451
34 H -5.56956 -0.62483 -1.88174
35 H -1.34908 0.24961 -0.36819
36 N 4.94666 0.33763 0.12611
37 H 3.34405 1.96630 2.57435
38 O 1.42595 -0.99944 -2.89298
39 C 3.08135 2.37838 0.47939
40 C 3.52290 2.01507 -0.78830
41 C -4.03237 0.68889 -1.14252
42 H -0.25186 -4.71187 0.10946
43 C 0.59187 -4.04286 0.04992
44 C -5.20067 -0.04812 -1.04337
45 H -2.57561 -1.86474 1.37511
46 N 1.31517 -0.50716 -0.67520
47 C 1.55605 -1.88571 -0.34367
48 C 1.03220 0.34364 0.37297
49 C -2.45902 -2.86686 0.96894
50 O 0.12391 3.16673 -1.80593
51 H -2.29917 2.95508 0.67170
52 C 4.44886 0.99168 -0.90917
53 O -0.75317 -2.08895 -0.59820
54 C 0.42091 -2.70727 -0.28792
55 H -3.41948 -3.37281 1.00722
56 C 0.65314 2.74842 0.99652
57 C 2.00278 3.40421 0.66076
58 C -1.97902 -2.78825 -0.47559
59 N 0.77596 1.07816 -2.29275
60 H -3.46754 0.70272 -2.06287

---

Entry 3:
A molecular structure, C26H26N8O2S3V. Source: the Open Molecules 2025 dataset; level of theory: wB97M-V/def2-TZVPD.

Results
- Electronic energy: -3733.05457 Ha
- Kohn-Sham gap (alpha / beta): 6.042 / 6.778 eV
- <S²>: 0.8336
- LUMO energy (alpha / beta): -7.598 / -6.999 eV
- Relative energy (zero: lowest compared OMol25 entry of this formula, charge and spin): 0.3331 eV
- Spin multiplicity: 2
- Charge: +2

Atoms and positions in Å:
1 C -2.24516 1.08450 -0.03102
2 N 1.96135 -4.44650 1.35367
3 H -0.11304 2.36134 5.40321
4 O 1.02462 2.80389 -0.64982
5 C -4.63035 1.27940 -0.07161
6 C -3.66796 -2.30979 -0.43761
7 H 2.72897 -2.25690 -0.69398
8 H 3.40404 -5.88158 0.82334
9 C 4.63750 0.76471 -1.34368
10 C -2.37242 -0.31513 -0.14618
11 N -1.20576 -1.02388 -0.08872
12 H 2.28581 -5.32436 3.22000
13 C -1.87751 3.61764 -3.87340
14 H -1.78403 3.18396 -4.85920
15 C 2.40001 -0.05194 -1.42840
16 N -0.88754 1.46285 -0.00632
17 N -0.60860 1.69516 4.83135
18 H -2.47744 -4.08629 -0.55579
19 C -0.05429 1.29113 3.69130
20 N 2.18367 0.32329 -0.16808
21 N 1.11210 1.77660 3.34756
22 O -0.59658 3.79817 0.95333
23 C 2.74690 1.47881 1.81396
24 H 2.61743 -4.72727 -1.73036
25 H -0.35360 -2.88370 -0.18141
26 C 3.14919 0.97500 0.50805
27 C 3.61819 0.14910 -2.05525
28 C 2.99346 -4.40879 -0.76126
29 H -3.29148 5.10399 -4.49537
30 H -5.75770 -0.50891 -0.34835
31 C -1.28210 -2.33562 -0.23085
32 C -3.63373 -0.90871 -0.28205
33 H 3.42124 2.03608 2.45371
34 H -0.46190 2.28104 -2.96677
35 C -2.12171 4.77264 -1.34111
36 C 4.40074 1.18869 -0.04414
37 H 1.82684 -6.09062 0.05170
38 S -0.32828 3.06420 -0.23877
39 C -1.28504 3.68688 -1.56028
40 C 1.45672 -4.96074 2.61342
41 H 0.93998 -4.16930 3.14695
42 H -4.61848 -2.81358 -0.55975
43 H 1.56916 -0.52660 -1.93919
44 H -3.28674 2.94982 0.17710
45 S -0.89968 0.06709 2.77086
46 H 0.76968 -5.78317 2.41462
47 H 3.75314 -0.16145 -3.08129
48 H 4.07693 -4.30803 -0.81631
49 S 1.31446 -1.90466 1.85642
50 H -1.49628 1.34538 5.14556
51 C 2.56473 -5.35366 0.37199
52 H -3.49214 6.13189 -2.26468
53 C -3.35489 1.88232 0.03771
54 H 5.60353 0.93384 -1.79963
55 N 2.37883 -3.13674 -0.35456
56 H 5.16452 1.70073 0.52410
57 C -2.84326 5.27951 -2.41068
58 H -5.50582 1.91170 -0.02082
59 C 1.91079 -3.20262 0.90932
60 N 1.52607 1.27734 2.15561
61 V 0.32050 0.27521 0.78254
62 C -4.77512 -0.06799 -0.24679
63 C -1.14314 3.10899 -2.81740
64 H -2.19116 5.21790 -0.35746
65 C -2.72527 4.70109 -3.66646
66 C -2.49288 -3.01336 -0.43257

---

Entry 4:
A molecular structure, C26H27As2Cl4NO10ReSSi2 in a non-equilibrium geometry. Source: the Open Molecules 2025 dataset; level of theory: wB97M-V/def2-TZVPD.

Results
- Electronic energy: -9182.19707 Ha
- Kohn-Sham gap (alpha / beta): 6.307 / 6.680 eV
- <S²>: 3.7708
- LUMO energy (alpha / beta): 4.179 / 4.179 eV
- Spin multiplicity: 4
- Charge: -2

Atoms and positions in Å:
1 O -2.41435 3.21155 -3.27862
2 H 4.98346 1.56959 0.58561
3 C 3.43041 3.32565 2.50077
4 O -1.62544 2.55334 -1.03177
5 C 3.72525 3.29902 -1.41401
6 C 0.50311 -2.41952 -4.36933
7 C -6.46608 3.22444 -1.82424
8 C 1.68177 5.41876 -0.73950
9 H 2.82709 -3.78748 -1.26760
10 O -2.60148 0.89462 -2.51959
11 C 1.14261 3.40633 -2.93500
12 H -3.61735 0.68001 2.73534
13 C 2.11935 0.71410 3.17091
14 H -4.99624 3.01430 -3.38893
15 Si 1.87927 3.61208 -1.23564
16 H -5.83516 2.78062 1.47601
17 C -4.38894 2.55851 -0.08454
18 Si 2.78881 1.72164 1.73629
19 Cl -0.82456 -4.77924 -4.53227
20 H 2.61713 3.79700 3.05950
21 Cl 2.03303 -0.16043 -4.39168
22 C 0.06916 -0.74420 -2.66418
23 H 2.22059 6.10558 -1.40206
24 C -0.49491 -3.22019 -3.83712
25 Re -0.57329 0.77685 -0.31594
26 H 4.25377 3.40633 -0.46508
27 O 2.42631 -0.93525 -0.65962
28 H 1.56176 2.52899 -3.42908
29 N 0.43864 -0.85556 0.56323
30 As -3.03793 2.28215 1.29493
31 C -4.17033 2.63425 -1.45820
32 H 1.35534 4.29809 -3.53499
33 O -2.57111 3.71436 1.90490
34 C 1.98618 -3.99118 -0.61621
35 O -1.19931 -1.66653 2.02335
36 H 1.76899 -0.26425 2.83420
37 H 1.97724 -6.11622 -0.91485
38 Cl 1.42260 -2.94697 -5.74715
39 H 0.03756 -6.52246 0.54186
40 As 0.89567 2.47583 0.57891
41 H 0.05746 3.27560 -2.90405
42 C -5.20493 2.96312 -2.32833
43 C 1.49917 -1.47471 -0.10292
44 C -0.24778 -4.45743 1.04929
45 H 3.89480 2.28286 -1.78286
46 H 4.15414 4.00935 -2.13041
47 O -1.87440 1.02988 1.21027
48 H -1.11391 -4.62126 1.67814
49 H 2.86842 0.57444 3.95757
50 Cl -2.47194 -3.76065 -2.02720
51 H 4.80781 0.31358 1.82936
52 S -2.58552 2.29144 -2.18621
53 C 1.31578 -2.95981 0.00857
54 H 4.27250 3.14646 3.17867
55 H 2.02716 5.56485 0.28733
56 H 3.74863 4.03578 1.73051
57 H 0.61732 5.67250 -0.76015
58 C 0.77052 -1.17791 -3.77375
59 H -7.67494 3.38684 -0.05735
60 C -1.21997 -2.78020 -2.72648
61 C -0.31712 -1.84398 1.22366
62 H 1.25600 1.23790 3.59092
63 O 0.34614 0.40548 -2.04876
64 C 0.40718 -5.51113 0.41804
65 O -1.56796 -1.15181 -1.03616
66 C -6.69181 3.16518 -0.45497
67 C 1.50651 -5.28158 -0.40873
68 H 3.99764 0.14128 0.25616
69 C -0.95780 -1.55089 -2.10536
70 C 4.29048 0.85212 1.02819
71 C -5.66357 2.83276 0.41064
72 H -7.27417 3.47965 -2.49988
73 O -4.11330 1.46575 2.46776
74 C 0.22464 -3.18341 0.81378